The following is a DFT calculation (ωB97M-V with the def2-TZVPD basis set) of a gas-phase ion, C7H10N2P (charge +1) at a distorted geometry.

Properties
LUMO energy (eV): -4.2
E_HOMO (eV): -13.2
Structure (SMILES): C1=C[C@@H]2PN=CC[N@H+]2C=C1
Gap between HOMO and LUMO (Eh): 0.329
Net charge: +1

Last column: Mulliken charge in e.
Element x y z (Å)
C (-0.87728, -1.56142, 1.75616)  -0.394
C (-1.81911, -1.32936, 0.70914)  -0.588
C (0.35719, -1.12951, 1.64419)  -0.651
C (-1.49063, -0.38503, -0.18602)  -0.281
C (1.12369, 1.56869, -1.81791)  0.016
C (0.00312, 0.64346, -1.61165)  -0.537
C (0.84825, -0.34190, 0.47488)  0.001
N (1.98098, 1.87501, -0.97591)  -0.613
N (-0.26868, 0.43935, -0.21381)  -0.017
P (2.21386, 0.99084, 0.95501)  0.226
H (-1.15317, -2.16061, 2.62599)  0.401
H (-2.59104, -2.00528, 0.62432)  0.527
H (1.00784, -1.26285, 2.42234)  0.460
H (-2.20664, 0.02284, -0.80964)  0.425
H (1.33909, 1.92513, -2.82138)  0.420
H (-0.97410, 0.72115, -2.14786)  0.398
H (0.31156, -0.42062, -2.03653)  0.354
H (1.27608, -0.93000, -0.29283)  0.337
H (-0.23730, 1.29963, 0.37040)  0.409
H (1.15628, 2.04049, 1.33109)  0.109

The following is a DFT calculation (ωB97M-V with the def2-TZVPD basis set) of 2 unconnected molecules or ions with the total composition C4H12 at a distorted geometry.

Properties
LUMO energy (eV): 1.1
E_HOMO (eV): -11.1
Structure (SMILES): CC.CC
Gap between HOMO and LUMO (Eh): 0.448

Last column: Mulliken charge in e.
Element x y z (Å)
C (1.91776, 1.16210, -1.31617)  -0.785
C (0.53639, 1.04223, -1.97559)  -0.641
H (1.96624, 1.08086, -0.19368)  0.240
H (2.64145, 0.29714, -1.68295)  0.229
H (2.71178, 2.07565, -1.40847)  0.270
H (0.35780, 1.30179, -2.99213)  0.374
H (-0.13438, 1.95714, -1.59427)  0.185
H (0.14687, 0.03620, -1.68149)  0.130
C (-1.42158, -1.41125, 2.27789)  -0.939
C (-1.12561, -0.82198, 0.94865)  -0.810
H (-2.05104, -2.24898, 1.99313)  0.275
H (-0.51260, -1.71032, 2.83475)  0.295
H (-2.00825, -0.71815, 2.93073)  0.262
H (-2.00574, -0.70728, 0.42584)  0.354
H (-0.46252, -1.44143, 0.37268)  0.298
H (-0.55658, 0.10627, 1.06109)  0.262

The following is a DFT calculation (ωB97M-V with the def2-TZVPD basis set) of 2 unconnected molecules or ions with the total composition C8H10N3O2 at a distorted geometry.

Properties
LUMO energy (spin up / spin down) (eV): -6.0 / -5.7
E_HOMO (spin up / spin down) (eV): -12.7 / -14.1
Gap between HOMO and LUMO (spin up / spin down) (Eh): 0.244 / 0.310
Net charge: +1

Last column: Mulliken charge in e.
Element x y z (Å)
C (-0.37876, -0.99650, -0.02832)  0.160
C (-1.49047, -1.67269, 0.35476)  0.073
C (-2.65426, -0.88510, 1.03199)  0.434
C (-1.22761, 1.11807, 0.79443)  0.265
C (1.28845, 4.49202, -0.39311)  -0.058
C (0.95661, 0.99080, 0.00765)  0.585
C (-1.91101, -3.06502, 0.02118)  -1.257
C (2.27890, 0.69578, -0.55972)  -1.032
N (2.14781, 3.70439, -0.53314)  -0.352
N (-2.35298, 0.47569, 1.20942)  -0.057
N (-0.16188, 0.32117, 0.21232)  0.155
O (-3.72684, -1.31374, 1.22972)  -0.455
O (-1.07054, 2.30842, 0.81041)  -0.457
H (0.42970, -1.46482, -0.67811)  0.224
H (1.15376, 5.65678, -0.61010)  0.253
H (0.21646, 4.16827, -0.36001)  0.133
H (-1.40306, -3.46265, -0.92339)  0.342
H (-2.96115, -3.23597, -0.03226)  0.359
H (-1.40044, -3.53986, 0.97387)  0.294
H (2.37954, -0.43154, -0.86909)  0.286
H (2.88769, 0.77029, 0.30763)  0.369
H (2.51367, 1.60253, -1.05446)  0.510
H (-2.97289, 1.03225, 1.72868)  0.227

no.,E_tot (a.u.)
1,-723.191905
2,-159.536849
3,-625.127561